Here is a single C21H29N3O8S molecule from the Open Molecules 2025 dataset. Energies are from wB97M-V/def2-TZVPD.

Cartesian coordinates (Å):
C: -3.739 -3.103 -1.639
C: -4.325 -1.733 -1.341
O: -3.994 -1.352 0.000
C: -3.341 -0.213 0.196
O: -3.078 0.586 -0.667
C: -2.982 -0.054 1.670
C: -2.190 1.227 1.921
C: -0.819 1.176 1.244
N: -0.088 -0.018 1.607
C: 1.212 -0.085 1.932
O: 1.787 -1.146 2.120
C: 1.972 1.222 2.160
O: 2.057 2.059 1.004
C: 1.984 3.379 1.214
O: 1.717 3.873 2.278
C: 2.314 4.197 -0.028
N: 1.758 3.758 -1.269
C: 0.334 3.803 -1.463
S: 2.677 2.822 -2.295
O: 2.144 3.009 -3.611
O: 4.046 3.166 -2.037
C: 2.397 1.130 -1.802
C: 3.355 0.481 -1.046
C: 3.121 -0.808 -0.616
C: 1.922 -1.451 -0.938
N: 1.734 -2.737 -0.443
C: 0.643 -3.549 -0.544
C: 0.820 -4.845 0.214
O: -0.359 -3.278 -1.170
C: 0.978 -0.793 -1.726
C: 1.219 0.501 -2.151
C: -0.816 -1.255 1.389
C: -2.144 -1.248 2.135
H: -4.004 -3.395 -2.651
H: -4.138 -3.838 -0.944
H: -2.656 -3.089 -1.548
H: -3.935 -0.975 -2.027
H: -5.418 -1.750 -1.405
H: -3.925 -0.030 2.226
H: -2.732 2.087 1.525
H: -2.065 1.361 2.997
H: -0.262 2.065 1.528
H: -0.963 1.178 0.157
H: 2.991 0.943 2.445
H: 1.517 1.788 2.984
H: 3.401 4.164 -0.161
H: 2.015 5.232 0.179
H: 0.157 3.652 -2.525
H: -0.045 4.786 -1.176
H: -0.196 3.035 -0.890
H: 4.271 0.999 -0.812
H: 3.853 -1.322 -0.012
H: 2.467 -3.043 0.183
H: -0.089 -5.435 0.137
H: 1.033 -4.640 1.261
H: 1.648 -5.412 -0.207
H: 0.066 -1.296 -2.002
H: 0.504 1.020 -2.767
H: -0.182 -2.070 1.742
H: -0.997 -1.385 0.317
H: -2.671 -2.181 1.938
H: -1.965 -1.167 3.209

Summary:
M, g/mol: 483.543
Total energy, Eh: -1982.0690
SMILES: CCOC(=O)C1CCN(C(=O)COC(=O)CN(C)S(=O)(=O)c2ccc(NC(C)=O)cc2)CC1
E_LUMO, eV: 0.552
Frontier orbital gap, eV: 9.39
Max |F|, eV Å⁻¹: 0.922